Entry from OMol25: an isolated molecule of C3H5NO (wB97M-V/def2-TZVPD).

As for the net charge: 0. The lowest unoccupied orbital energy is 0.9317 eV. The energy above the lowest of the compared OMol25 structures with the same formula, charge and spin is 286.80 kJ/mol.

Atoms and positions in Å:
1 C 0.2857 -1.1863 0.6425
2 C 0.1815 0.4694 -1.0155
3 C -0.4570 0.8932 0.2698
4 H 1.2912 -0.7475 0.6802
5 H 1.2328 0.1253 -1.1548
6 H -0.4577 1.0194 -1.7644
7 H 0.1483 1.0663 1.2570
8 H -1.5320 1.2150 0.3494
9 N -0.7027 -0.5409 -0.2898
10 O 0.0099 -2.3140 1.0256

Atomic forces in eV per Å
-2.59 -4.22 -2.30
-2.69 0.75 0.17
-0.51 -0.41 1.81
-0.01 0.31 0.52
-0.96 1.08 0.04
1.55 -1.27 -0.13
-1.15 -0.63 -1.96
1.65 0.89 -0.52
3.68 1.10 2.03
1.03 2.41 0.34

Atom charges from the natural (NBO) analysis, given in e for atoms 1 to 4: atom 1 (C): 0.49, atom 2 (C): -0.31, atom 3 (C): -0.31, atom 4 (H): 0.11